# C3H14O5

6 unconnected molecules or ions with the total composition C3H14O5 at a distorted geometry (ωB97M-V with the def2-TZVPD basis set, OMol25).

Computed properties:
LUMO = -5.70 eV
Frontier orbital gap = 4.03 eV
2S+1 = 1
Molecular weight = 130.14 g mol⁻¹

Each line ends with the Mulliken charge.
Cartesian coordinates (Å):
O1 0.3810 -1.5111 -1.7149  -0.351
C1 0.1958 -0.5076 -1.0099  -0.101
C2 -0.8702 -0.4939 0.1445  0.143
C3 -2.1336 -0.9788 -0.5511  -1.092
H1 0.8747 0.4602 -1.1014  0.336
H2 -1.0476 0.4986 0.6245  0.296
H3 -0.6813 -1.2157 0.9825  0.288
H4 -3.0746 -0.8782 0.1398  0.329
H5 -2.1106 -2.1271 -0.9195  0.260
H6 -2.3558 -0.4197 -1.4928  0.303
H7 0.7673 -3.2571 1.3805  0.265
H8 1.8352 -1.8567 1.2746  0.400
O2 1.1302 -2.5364 1.7819  -0.698
H9 3.2708 -0.4613 0.7341  0.221
H10 -0.8117 1.4610 -1.7112  0.081
O3 2.3641 -0.6199 0.5056  -0.831
H11 1.7853 0.7065 1.2426  0.411
H12 1.4464 1.5274 2.5157  0.264
O4 1.0965 1.3221 1.6384  -0.628
H13 -1.1048 4.0631 -1.9686  0.346
H14 -0.4979 2.8752 -1.2524  0.329
O5 -0.4592 3.9496 -1.2430  -0.570